Record 1
# C5H17N3O

3 unconnected molecules or ions with the total composition C5H17N3O (wB97M-V/def2-TZVPD, OMol25).

Values from the calculation:
- spin multiplicity = 1
- energy relative to the best compared isomer or geometry (same formula, charge and spin) (eV) = 3.222
- E_LUMO (eV) = 0.81
- E (eV) = -11975.7552

Geometry as XYZ:
```
26
C5H17N3O | OMol25 | wB97M-V/def2-TZVPD
C 1.72655 0.17088 0.73904
C 1.40758 -0.28431 -1.32616
C 2.35338 1.55231 0.64082
N 0.71599 -1.57669 -1.33212
O 0.70029 0.01828 1.47025
H -0.67184 1.03685 0.69299
H 2.46381 -0.64810 0.71643
H 1.00462 -2.18180 -2.09485
H 0.90191 -2.07186 -0.46612
H 2.49312 -0.35422 -1.47368
H 1.06247 0.31814 -2.18131
H 2.81953 1.79042 1.60227
H 3.11360 1.60292 -0.13866
H 1.58899 2.30853 0.45066
C -2.07451 0.12803 -0.61925
C -2.14473 -0.96900 0.44197
N -0.90512 1.01155 -0.36115
N -2.20471 -0.37579 1.78011
H -1.02428 1.93022 -0.77642
H 0.06825 0.59456 -0.74428
H -2.85355 -0.86335 2.38132
H -1.28586 -0.39325 2.20926
H -2.97713 0.74003 -0.56745
H -1.96128 -0.30483 -1.61326
H -1.27546 -1.61811 0.32465
H -3.04161 -1.56142 0.24496
```

Record 2
# C4H8N3O

2 unconnected molecules or ions with the total composition C4H8N3O (wB97M-V/def2-TZVPD, OMol25).

Values from the calculation:
- spin multiplicity = 1
- energy relative to the best compared isomer or geometry (same formula, charge and spin) (eV) = 8.073
- net charge = +1
- E_LUMO (eV) = -4.88
- E (eV) = -10782.2278

Geometry as XYZ:
```
16
C4H8N3O | OMol25 | wB97M-V/def2-TZVPD
C 2.85371 0.55022 1.32910
C -0.29281 -0.23119 -1.45687
C -0.78712 0.53550 -0.48556
C -0.30743 -0.74479 1.68579
N 1.81281 0.39175 2.09216
N 1.56837 -0.84163 0.23683
N 0.96716 -0.50006 1.39236
O 2.87691 -0.28070 0.26539
H 3.66776 1.20539 1.58050
H -0.88015 -1.08140 -1.90651
H 0.95459 -0.55295 -0.66561
H 0.53483 0.28118 -1.91652
H -0.25021 1.45245 -0.26951
H -1.77421 0.53618 -0.00416
H -0.88107 -1.32873 1.00558
H -0.60123 -0.42837 2.72250
```

Record 3
# C3H6BeO4

A molecular structure, C3H6BeO4 (wB97M-V/def2-TZVPD, OMol25).

Values from the calculation:
- spin multiplicity = 2
- energy relative to the best compared isomer or geometry (same formula, charge and spin) (eV) = 3.337
- net charge = +1
- E_LUMO (alpha / beta) (eV) = -3.52 / -4.38
- E (eV) = -11788.9716

Geometry as XYZ:
```
14
C3H6BeO4 | OMol25 | wB97M-V/def2-TZVPD
O 0.57696 -0.81029 0.69027
C -0.28358 0.23664 0.66799
C 1.14081 -0.94549 -0.63132
O -0.33623 0.74671 1.88579
O -0.10772 1.00573 -0.40130
C 0.43490 0.16044 -1.43072
Be 0.79156 0.04065 2.44229
H 0.90985 -1.94894 -1.00052
H 2.22110 -0.79529 -0.54059
H -0.37793 -0.21775 -2.06039
H 1.12407 0.76490 -2.02712
O -2.03187 0.16606 0.61626
H -1.64285 0.78341 1.77214
H -2.41906 0.81321 0.01723
```

Record 4
# C2H3N3OS

C2H3N3OS in the gas phase (wB97M-V/def2-TZVPD, OMol25).

Values from the calculation:
- spin multiplicity = 1
- energy relative to the best compared isomer or geometry (same formula, charge and spin) (eV) = 2.673
- E_LUMO (eV) = -0.32
- E (eV) = -19472.4135

Geometry as XYZ:
```
10
C2H3N3OS | OMol25 | wB97M-V/def2-TZVPD
C -2.10092 1.08242 0.05975
C 0.11700 0.15822 0.02492
N -1.21365 1.91330 -0.23383
N 0.09650 1.45713 -0.16757
N 1.15388 -0.65189 -0.07859
O -1.71004 -1.33520 -0.76931
S -1.51124 -0.53904 0.47919
H -3.17744 1.40181 -0.10838
H 2.08955 -0.37224 -0.54508
H 0.85269 -1.62771 -0.08780
```

Record 5
# C16H15O7S8SbTc

A molecular structure, C16H15O7S8SbTc (wB97M-V/def2-TZVPD, OMol25).

Values from the calculation:
- spin multiplicity = 2
- energy relative to the best compared isomer or geometry (same formula, charge and spin) (eV) = 0.110
- net charge = -2
- E_LUMO (alpha / beta) (eV) = 4.16 / 4.16
- E (eV) = -126588.7839

Geometry as XYZ:
```
48
C16H15O7S8SbTc | OMol25 | wB97M-V/def2-TZVPD
Tc 0.80440 -1.35282 -0.45449
O 0.56667 -2.23828 -4.40896
S -0.00552 -1.73973 -3.18929
O -0.22116 -2.72219 -2.12124
O 0.73739 -0.60258 -2.58345
C -1.60619 -1.07210 -3.66765
C -1.80478 -0.94840 -5.03874
C -2.97907 -0.41553 -5.54547
C -3.97097 0.00312 -4.67466
C -3.77937 -0.11517 -3.30765
C -2.60723 -0.65238 -2.78620
S -2.57332 -0.78754 -0.98591
O -3.49303 0.23450 -0.53182
O -2.93885 -2.14719 -0.69791
O -1.18471 -0.42862 -0.61405
H -1.01788 -1.28492 -5.69807
H -3.11207 -0.32919 -6.61714
H -4.89446 0.42454 -5.05392
H -4.53417 0.21649 -2.60845
S 1.56689 -5.83709 2.13925
Sb 1.62412 -3.62645 2.59539
S -0.07966 -2.41065 1.45089
S 3.49730 -2.76644 1.20923
S 1.87054 -2.94678 4.74050
C -0.84580 -0.41066 4.26173
S -0.02728 0.68303 3.10327
C -1.02648 2.14263 3.46824
O 1.32921 0.96351 3.65416
H -0.91126 0.07888 5.23489
H -0.22191 -1.30212 4.33174
H -1.82817 -0.66774 3.86426
H -2.06192 1.94681 3.18751
H -0.62765 2.95830 2.86646
H -0.93817 2.37883 4.52968
C 1.53320 0.01978 0.18173
C 2.10359 1.26806 0.59231
C 1.49237 2.45631 0.18622
C 2.02420 3.66811 0.59284
C 3.16435 3.69409 1.38835
C 3.76916 2.50990 1.78737
C 3.23867 1.29124 1.40165
H 0.60632 2.40474 -0.43442
H 1.55216 4.59397 0.28737
H 3.57747 4.64437 1.70548
H 4.64350 2.53425 2.42486
H 3.66436 0.35569 1.74000
S 3.29705 -2.34913 -1.69756
C 2.62819 -2.31746 -0.20833
```

Record 6
# C25H46BrFN4O13P

2 unconnected molecules or ions with the total composition C25H46BrFN4O13P (wB97M-V/def2-TZVPD, OMol25).

Values from the calculation:
- spin multiplicity = 1
- energy relative to the best compared isomer or geometry (same formula, charge and spin) (eV) = 1.334
- net charge = +1
- E_LUMO (eV) = -3.09
- E (eV) = -141285.8717

Geometry as XYZ:
```
91
C25H46BrFN4O13P | OMol25 | wB97M-V/def2-TZVPD
C 4.97544 -1.32840 -0.16795
C 4.78555 -1.43465 1.22063
C 4.87078 -2.81640 1.79930
O 5.50264 -2.90697 2.75643
O 4.24920 -3.86922 1.21926
C 2.81723 -3.76307 1.39439
C 2.10934 -5.07769 1.01838
C 0.67391 -5.04936 1.62066
C -0.45067 -4.70178 0.62482
C -0.28869 -3.32910 -0.08313
C -1.36437 -3.21171 -1.20198
C -2.20239 -1.92059 -1.18241
O -2.51863 -1.63085 0.17544
C -3.86160 -1.44316 0.44876
Br -4.70142 0.00968 -0.59481
C -4.68974 -2.78425 0.43385
C -6.18918 -2.49872 0.21641
C -7.03703 -3.73026 0.59512
N -8.41233 -3.47070 0.63076
O -6.58404 -4.79966 0.81347
C -3.90935 -0.96528 1.93786
O -4.54222 -0.07319 2.29687
N -3.09158 -1.73681 2.87938
C -2.52512 -0.89000 3.86970
O -3.05136 -0.58534 4.83599
F -1.29362 -0.46694 3.62680
C -1.60299 -0.61989 -1.85901
O -1.40064 0.43958 -0.90535
C -0.22905 0.33819 -0.18536
O -0.58669 0.56201 1.17042
C 0.79221 1.43809 -0.53534
O 2.03603 1.06529 0.13627
C 2.89189 2.10460 -0.08656
C 3.63133 2.21472 -1.41842
O 3.04777 2.94397 0.71932
P -0.21736 -0.90181 -3.06897
N -0.78576 -1.80929 -4.20281
O 1.09419 -1.65924 -2.44815
O 0.19533 0.52102 -3.80004
H 5.94098 -1.14943 -0.64939
H 4.08338 -1.48007 -0.79547
H 4.58206 -0.57781 1.86688
H 2.46406 -2.91165 0.78546
H 2.63383 -3.49613 2.44911
H 2.70321 -5.95005 1.30329
H 2.07627 -5.07139 -0.08407
H 0.46642 -6.07126 1.97159
H 0.70176 -4.39416 2.50210
H -1.43781 -4.81156 1.09237
H -0.39282 -5.44949 -0.18546
H 0.73137 -3.34365 -0.48646
H -0.31272 -2.51843 0.65927
H -2.07501 -4.03088 -1.00316
H -0.91104 -3.45737 -2.16754
H -3.13832 -2.15640 -1.70956
H -4.59615 -3.28839 1.40222
H -4.29813 -3.42863 -0.36024
H -6.55666 -1.69070 0.85965
H -6.42416 -2.30482 -0.83706
H -8.73410 -3.07893 -0.24817
H -8.92469 -4.30997 0.87988
H -3.69129 -2.35817 3.41963
H -2.40303 -0.21444 -2.49245
H 0.26709 -0.64486 -0.20503
H 0.21550 0.57339 1.71282
H 0.44054 2.38915 -0.11327
H 1.01836 1.51029 -1.60768
H 3.28716 1.41887 -2.09064
H 4.71342 2.20202 -1.26588
H 3.40719 3.17154 -1.91077
H -1.75368 -2.05046 -4.00023
H 1.89110 -1.43394 -2.95530
H 1.16084 0.57630 -3.88754
C 1.95261 8.48274 0.46063
C 2.57515 7.11263 0.68615
C 3.36049 6.58492 -0.51573
O 2.46541 6.13555 -1.52143
C 2.22784 7.06473 -2.58727
N 1.47096 6.12681 0.93544
H 1.13511 8.44987 -0.26176
H 1.54481 8.87826 1.39357
H 2.69928 9.18905 0.10198
H 3.20167 7.13446 1.57798
H 3.93068 5.70557 -0.20129
H 4.07738 7.31794 -0.88714
H 3.07496 7.73262 -2.74598
H 1.32894 7.64819 -2.38085
H 2.05771 6.49222 -3.49696
H 0.74334 6.47472 1.56107
H 1.83319 5.24043 1.30839
H 1.04853 5.89795 0.02427
```

Q: Look up the spin multiplicity of the fifth one.
A: 2

Q: Among the records above, which one has the lowest E?
A: C25H46BrFN4O13P

Q: The highest energy relative to the best compared isomer or geometry (same formula, charge and spin) belongs to which entry?
A: C4H8N3O